{"formula": "C34H39N7O2Ti", "method": "the ωB97M-V functional and the def2-TZVPD basis", "elements": ["Ti", "C", "C", "N", "C", "C", "C", "C", "C", "C", "C", "N", "C", "C", "N", "N", "H", "H", "H", "H", "H", "H", "H", "H", "H", "H", "H", "H", "H", "H", "H", "H", "H", "H", "C", "C", "C", "C", "C", "C", "C", "C", "N", "C", "O", "C", "C", "C", "C", "C", "N", "C", "O", "N", "C", "C", "C", "C", "C", "C", "C", "C", "H", "H", "H", "H", "H", "H", "H", "H", "H", "H", "H", "H", "H", "H", "H", "H", "H", "H", "H", "H", "H"], "positions_angstrom": [[0.0501, -0.3053, 0.0764], [-1.5736, -2.5316, 2.6210], [-0.0476, -2.5775, 2.5707], [0.4728, -2.3581, 1.2142], [0.2526, -3.4854, 0.2946], [0.4416, -3.0895, -1.1532], [0.5687, -4.0405, -2.1549], [0.7853, -3.5994, -3.4513], [0.8764, -2.2408, -3.7203], [0.7212, -1.3457, -2.6718], [0.8179, 0.1440, -2.8731], [0.2271, 0.8610, -1.7429], [-1.1505, 0.4605, -1.4559], [-2.1349, -1.3013, 0.5682], [-2.1699, -1.4142, 1.9373], [0.4853, -1.7840, -1.4316], [-1.8890, -2.5168, 3.6664], [-1.9961, -3.4427, 2.1826], [0.2811, -3.5446, 2.9764], [0.3782, -1.7883, 3.1977], [1.4839, -2.2275, 1.2774], [-0.7677, -3.8596, 0.4217], [0.9269, -4.3221, 0.5254], [0.5187, -5.0922, -1.9104], [0.8921, -4.3165, -4.2535], [1.0628, -1.8695, -4.7176], [0.3043, 0.4003, -3.8115], [1.8775, 0.4015, -2.9740], [0.3732, 1.8690, -1.8202], [-1.5832, -0.1419, -2.2598], [-1.7911, 1.3044, -1.1990], [-2.1515, -2.2468, 0.0297], [-2.7737, -0.5266, 0.1736], [-2.2560, -0.5226, 2.4149], [-1.5558, 3.5519, -0.5197], [-2.9437, 2.9817, -0.5182], [-3.8800, 3.4446, -1.4305], [-5.1815, 2.9689, -1.4323], [-5.5534, 2.0303, -0.4884], [-4.6429, 1.5366, 0.4397], [-5.1272, 0.5725, 1.4882], [-3.3136, 1.9917, 0.4119], [-2.3076, 1.4104, 1.2207], [-1.7875, 2.1817, 2.1576], [-2.1560, 3.2598, 2.6403], [-0.4880, 1.6169, 2.7399], [-0.1109, 2.0167, 4.0197], [1.0772, 1.5758, 4.5598], [1.9068, 0.8034, 3.7575], [1.4857, 0.4882, 2.4804], [0.2759, 0.8293, 1.9757], [2.5437, -0.1082, 1.5490], [3.6042, -0.4990, 2.0349], [2.1782, -0.0569, 0.2621], [3.2117, 0.0098, -0.7108], [3.5041, 1.2941, -1.1938], [2.9099, 2.5117, -0.5429], [4.3822, 1.4321, -2.2579], [4.9923, 0.3225, -2.8276], [4.7591, -0.9292, -2.2909], [3.8845, -1.1024, -1.2188], [3.7412, -2.4703, -0.6118], [-1.3448, 4.0587, -1.4619], [-1.4255, 4.2596, 0.2990], [-0.8041, 2.7693, -0.3595], [-3.5793, 4.1987, -2.1491], [-5.9004, 3.3446, -2.1466], [-6.5788, 1.6810, -0.4506], [-6.1242, 0.8565, 1.8263], [-5.1959, -0.4517, 1.1187], [-4.4702, 0.5691, 2.3520], [-0.7890, 2.6858, 4.5290], [1.3751, 1.8609, 5.5597], [2.8897, 0.4677, 4.0580], [1.8645, 2.3633, -0.2617], [3.4414, 2.7469, 0.3822], [2.9895, 3.3792, -1.1965], [4.5953, 2.4237, -2.6358], [5.6703, 0.4428, -3.6607], [5.2769, -1.7913, -2.6894], [4.7109, -2.9699, -0.5992], [3.0627, -3.1063, -1.1777], [3.4142, -2.4026, 0.4228]], "forces_ev_per_a": [[-1.064, 0.894, -0.012], [-0.227, -0.079, -0.070], [0.135, 0.018, 0.036], [0.323, -0.040, -0.170], [-0.063, -0.048, 0.061], [0.004, 0.026, -0.148], [0.044, 0.212, 0.097], [0.010, 0.054, -0.076], [-0.002, -0.070, 0.213], [0.004, -0.257, -0.130], [-0.065, 0.113, -0.018], [-0.123, 0.161, -0.461], [0.163, -0.032, -0.370], [-0.548, -0.463, 0.159], [0.195, 0.100, -0.191], [0.223, -0.213, 0.012], [0.054, -0.007, -0.049], [0.065, 0.003, 0.050], [0.014, 0.062, 0.001], [-0.095, -0.104, -0.039], [-0.176, -0.006, 0.060], [0.103, 0.036, 0.009], [-0.089, 0.063, -0.031], [0.008, -0.041, -0.047], [0.012, -0.024, -0.032], [0.000, -0.038, -0.053], [0.079, -0.027, 0.090], [-0.086, 0.013, -0.003], [-0.008, -0.445, 0.004], [-0.028, 0.045, 0.066], [0.266, -0.498, -0.202], [0.039, -0.053, 0.029], [0.116, -0.050, -0.010], [-0.047, 0.030, -0.088], [0.189, -0.015, 0.080], [-0.190, 0.138, 0.060], [0.007, 0.079, -0.079], [0.051, 0.020, 0.011], [-0.013, 0.005, 0.001], [0.150, 0.023, 0.008], [0.001, -0.028, 0.050], [0.054, -0.118, 0.281], [-0.090, 0.557, 0.074], [0.275, -0.254, 0.249], [-0.124, 0.105, -0.170], [-0.472, -0.025, -0.140], [-0.162, 0.015, -0.061], [0.010, -0.034, -0.098], [-0.128, -0.004, 0.015], [0.425, -0.106, -0.020], [0.951, -0.041, 0.464], [-0.233, 0.071, 0.207], [0.125, 0.071, -0.100], [0.159, -0.236, 0.412], [-0.192, -0.008, 0.014], [0.068, 0.044, -0.082], [-0.152, 0.030, 0.064], [0.035, -0.009, -0.037], [-0.042, 0.067, 0.017], [-0.048, 0.066, 0.063], [0.016, 0.001, -0.003], [0.064, -0.002, 0.050], [-0.004, 0.040, -0.016], [-0.036, 0.066, 0.047], [-0.090, 0.190, 0.082], [-0.008, 0.015, -0.018], [-0.039, 0.013, -0.043], [-0.028, -0.015, 0.002], [-0.016, 0.014, -0.005], [0.061, -0.079, -0.075], [0.093, 0.021, 0.096], [0.030, 0.022, 0.046], [0.005, -0.004, 0.031], [-0.037, 0.023, 0.011], [0.108, -0.003, -0.044], [0.029, -0.019, 0.027], [0.010, 0.040, -0.022], [0.027, 0.044, -0.044], [0.042, -0.001, -0.046], [0.040, -0.081, -0.028], [-0.003, 0.005, -0.018], [-0.112, -0.052, -0.066], [-0.045, 0.012, 0.067]], "e_above_lowest_kj_mol": 206.0, "fmax_ev_per_a": 1.4, "total_charge": 0, "homo_energy_ev": [-6.97, -7.31], "s2": 2.02, "total_energy_ha": -2702.30783, "spin_multiplicity": 3}